# C19H28IO2V

A structure of composition C19H28IO2V at a distorted geometry (ωB97M-V/def2-TZVPD, the OMol25 dataset).

HOMO energy (alpha / beta) = -1.557 / -3.401 eV
electronic energy = -2132.87870 Ha
F_max = 0.0671 hartree/bohr
Kohn-Sham gap (alpha / beta) = 4.2994 / 6.1400 eV
<S²> = 3.77

ORCA input file:
```
! wB97M-V def2-TZVPD RIJCOSX def2/J DEFGRID3
* xyz -1 4
O 0.2669 3.7724 -1.4539
C 0.1475 3.5633 -2.8711
C 1.6058 3.8246 -3.2003
H -0.4976 4.3512 -3.2553
H -0.2244 2.5589 -3.0545
C 1.7225 3.8432 -1.6331
H 1.7881 4.7711 -3.7411
H 2.0846 2.9564 -3.6750
C 2.1070 5.0282 -0.7470
H 1.6238 5.9788 -1.0726
H 3.2195 5.1629 -0.7292
H 1.6940 4.7965 0.2686
C 2.5780 2.6586 -1.2567
H 2.3710 1.8002 -1.9010
H 2.5184 2.3586 -0.1960
H 3.6097 2.9517 -1.5122
V -0.7582 0.1582 -0.3856
C 0.6431 -1.5019 -0.7360
C -0.6465 -1.9163 -1.2045
C -1.0253 -1.0409 -2.2774
H -1.1955 -2.8009 -0.8703
C -0.0044 -0.0420 -2.4296
C 1.0350 -0.3355 -1.4770
H 1.9957 0.1639 -1.4104
H 1.2810 -2.0095 -0.0109
H -1.8818 -1.1469 -2.9368
H 0.0424 0.7255 -3.1969
C -0.6325 -0.4987 1.7909
C 0.6904 0.0692 1.5453
C 0.5397 1.4677 1.3182
H 1.6517 -0.4476 1.6120
C -0.8561 1.7759 1.3275
C -1.5830 0.5881 1.7249
H -2.6320 0.5541 2.0415
H -0.8627 -1.5385 2.0682
H 1.3430 2.2091 1.3398
H -1.3010 2.7482 1.1063
O -1.7912 5.2644 -2.4619
C -1.4177 6.5019 -3.2095
C -2.6919 7.1061 -3.8410
H -0.6936 6.2238 -4.0026
H -0.8669 7.1748 -2.5284
C -3.8086 6.0409 -3.6208
H -2.5371 7.3152 -4.9053
H -2.9750 8.0573 -3.3871
C -3.1538 4.8709 -2.8560
H -4.2078 5.7533 -4.6034
H -4.6452 6.4046 -3.0021
H -3.0909 3.9590 -3.4845
H -3.6784 4.5889 -1.9285
I -3.0797 0.9301 -1.0726
*
```

Mulliken atomic charge list, values in e, 4 entries:
1. O -0.466
2. C 0.758
3. C -0.791
4. H -0.325